The following is a DFT calculation (wB97M-V/def2-TZVPD) of C42H77As2F12N14 as an isolated structure in a non-equilibrium geometry.

Positions of all 147 atoms, in Å:
C  -4.75  1.02  6.33
C  -4.81  1.85  5.12
N  -3.57  2.85  4.86
C  -3.44  4.13  5.50
C  -2.21  4.68  4.82
N  -1.88  3.88  3.89
C  -2.76  2.71  3.86
C  -0.92  4.12  2.79
H  -4.47  1.56  7.20
H  -4.10  0.13  6.38
H  -5.79  0.68  6.56
H  -5.71  2.46  4.96
H  -4.76  1.19  4.26
H  -4.36  4.72  5.48
H  -1.93  5.73  4.87
H  -2.77  1.97  3.06
H  -1.40  4.56  1.94
H  -0.59  3.09  2.45
H  -0.04  4.65  3.20
C  13.80  10.17  -7.15
C  12.50  9.94  -6.47
N  12.00  8.45  -6.61
C  12.32  7.61  -7.53
C  11.29  6.49  -7.63
N  10.39  6.83  -6.63
C  10.68  8.02  -6.15
C  9.29  5.89  -6.20
H  14.44  9.31  -7.18
H  14.33  10.94  -6.59
H  13.87  10.50  -8.16
H  11.67  10.55  -6.76
H  12.85  10.05  -5.49
H  13.18  7.89  -8.20
H  11.39  5.59  -8.29
H  10.14  8.68  -5.50
H  9.64  5.57  -5.23
H  9.16  5.09  -6.95
H  8.28  6.40  -6.06
C  -8.33  -14.73  -5.78
C  -8.19  -14.41  -7.27
N  -8.57  -13.12  -7.69
C  -7.98  -12.40  -8.70
C  -8.68  -11.14  -8.82
N  -9.56  -11.19  -7.85
C  -9.60  -12.45  -7.16
C  -10.48  -10.12  -7.62
H  -9.36  -14.68  -5.62
H  -7.76  -14.09  -5.15
H  -8.07  -15.76  -5.67
H  -8.80  -15.11  -7.86
H  -7.19  -14.58  -7.60
H  -7.07  -12.71  -9.15
H  -8.40  -10.21  -9.23
H  -10.24  -12.60  -6.32
H  -11.10  -10.41  -6.78
H  -11.09  -10.02  -8.51
H  -9.88  -9.26  -7.36
C  0.33  -2.90  3.54
C  -1.15  -2.84  4.05
N  -1.16  -3.18  5.50
C  -2.14  -3.78  6.14
C  -1.75  -4.11  7.50
N  -0.48  -3.67  7.63
C  -0.14  -3.07  6.43
C  0.36  -3.86  8.75
H  0.23  -2.79  2.50
H  0.72  -3.92  3.65
H  0.93  -2.06  3.85
H  -1.67  -3.63  3.56
H  -1.69  -1.93  4.01
H  -3.07  -3.89  5.59
H  -2.30  -4.67  8.22
H  0.91  -2.53  6.26
H  0.57  -2.89  9.10
H  1.29  -4.32  8.41
H  -0.11  -4.52  9.45
C  -8.15  4.11  -8.04
C  -6.88  3.35  -8.30
N  -6.48  2.25  -7.38
C  -7.30  1.09  -7.08
C  -6.54  0.46  -6.12
N  -5.35  1.10  -5.91
C  -5.38  2.18  -6.71
C  -4.45  0.67  -4.95
H  -8.23  4.30  -6.98
H  -9.05  3.58  -8.37
H  -7.99  4.95  -8.67
H  -6.03  4.05  -8.19
H  -6.86  2.87  -9.30
H  -8.36  0.96  -7.41
H  -6.87  -0.26  -5.44
H  -4.53  2.81  -6.91
H  -4.89  0.74  -3.91
H  -3.53  1.30  -5.02
H  -4.19  -0.38  -5.12
C  4.69  -6.07  -3.13
C  4.70  -5.41  -1.77
N  3.61  -4.29  -1.65
C  3.90  -2.99  -1.33
C  2.71  -2.32  -1.38
N  1.77  -3.24  -1.81
C  2.30  -4.47  -1.91
C  0.40  -2.90  -2.13
H  5.29  -5.56  -3.91
H  3.77  -6.08  -3.66
H  5.09  -7.08  -3.14
H  5.70  -4.95  -1.60
H  4.50  -6.13  -0.94
H  4.91  -2.70  -1.21
H  2.37  -1.30  -1.17
H  1.82  -5.28  -2.48
H  -0.05  -3.58  -2.87
H  0.40  -1.88  -2.61
H  -0.24  -2.85  -1.26
C  5.34  9.24  9.04
C  4.14  8.35  9.33
N  4.62  7.04  9.81
C  4.46  6.53  11.09
C  5.13  5.39  11.16
N  5.70  5.15  9.95
C  5.45  6.18  9.16
C  6.64  4.01  9.67
H  5.96  8.90  8.15
H  6.13  9.27  9.88
H  4.98  10.33  9.03
H  3.51  8.15  8.41
H  3.49  8.78  10.08
H  3.84  6.89  11.85
H  5.22  4.76  12.05
H  5.72  6.30  8.11
H  6.57  3.62  8.64
H  6.44  3.22  10.37
H  7.63  4.38  9.82
As  -1.52  -0.05  1.18
F  -2.64  0.29  -0.09
F  -1.16  1.67  1.32
F  -0.26  -0.40  2.39
F  -1.87  -1.69  1.13
F  -0.34  -0.23  -0.06
F  -2.75  0.25  2.34
As  -0.59  0.41  6.03
F  -0.76  1.95  5.21
F  -3.36  4.05  6.85
F  -0.84  -1.05  7.09
F  0.45  -0.22  5.26
F  -0.10  1.10  7.39
F  -2.10  -0.03  5.43

Properties
- 2S+1 = 1
- charge = +5
- E_HOMO (eV) = -9.87
- electronic energy (hartree) = -8081.4205
- frontier orbital gap (eV) = 3.052